No. 1
The following is a DFT calculation (wB97M-V/def2-TZVPD) of a cluster of 2 separate species, C4H10OS in total in a non-equilibrium geometry.

Geometry (Å):
C (-1.706, 0.774, 0.130)
C (-0.083, -1.808, -0.174)
C (-0.226, 0.798, -0.463)
C (0.267, -0.477, 0.143)
O (0.463, 1.894, 0.020)
S (3.152, -0.188, 0.076)
H (-1.839, 0.356, 1.197)
H (-2.266, 0.164, -0.483)
H (-2.019, 1.765, 0.137)
H (-0.173, -2.295, 0.759)
H (-1.079, -1.775, -0.741)
H (0.663, -2.359, -0.719)
H (-0.223, 0.904, -1.550)
H (0.972, -0.182, 0.987)
H (1.291, 1.880, -0.365)
H (2.804, 0.551, 1.045)

Gap between HOMO and LUMO ... 6.82 eV
Strongest force on any atom ... 5.7 eV/A
Energy ... -631.690985 Eh
LUMO ... -1.17 eV
ΔE to the lowest compared entry with this formula, charge and spin ... 83.9 kcal per mole

Atom charges from the Löwdin analysis, given in e for atoms 1 to 5: 0.006, -0.077, -0.424, -0.121, -0.019

No. 2
The following is a DFT calculation (wB97M-V/def2-TZVPD) of the ion C4H10OS with charge +1 in a non-equilibrium geometry.

Geometry (Å):
C (-0.799, 1.239, 1.007)
O (-1.817, 1.926, 0.327)
C (-0.634, -0.169, 0.424)
C (0.085, -0.119, -0.953)
C (1.468, -0.823, -1.058)
S (1.368, -2.475, -0.376)
H (0.128, 1.788, 0.880)
H (-0.859, 1.204, 2.088)
H (-2.628, 1.873, 0.854)
H (-1.633, -0.554, 0.222)
H (-0.139, -0.832, 1.138)
H (0.337, 0.884, -1.131)
H (-0.573, -0.507, -1.720)
H (1.789, -0.917, -2.095)
H (2.269, -0.308, -0.524)
H (1.635, -2.208, 0.918)

Gap between HOMO and LUMO (spin up / spin down) ... 9.99 / 4.90 eV
Strongest force on any atom ... 1.6 eV/A
Energy ... -631.469889 Eh
Total charge ... +1
2S+1 ... 2
LUMO (spin up / spin down) ... -4.02 / -9.07 eV
ΔE to the lowest compared entry with this formula, charge and spin ... 12.7 kcal per mole

Atom charges from the Löwdin analysis, given in e for atoms 1 to 5: -0.275, -0.030, -0.176, -0.202, -0.435

No. 3
The following is a DFT calculation (wB97M-V/def2-TZVPD) of a cluster of 2 separate species, C4H10OSi in total in a non-equilibrium geometry.

Geometry (Å):
C (-1.938, 0.928, 0.062)
C (-1.735, -0.312, -0.517)
C (1.212, 1.238, 0.435)
C (-1.362, -1.458, 0.208)
O (2.744, -1.261, 0.279)
Si (1.613, -0.330, -0.489)
H (-2.512, 1.687, -0.355)
H (-1.909, 0.972, 1.077)
H (-1.711, -0.312, -1.553)
H (0.083, 1.362, 0.448)
H (1.747, 1.452, 1.274)
H (1.491, 2.118, -0.200)
H (-1.412, -2.410, -0.373)
H (-1.723, -1.609, 1.294)
H (3.680, -1.418, 0.266)
H (1.732, -0.647, -1.855)

Gap between HOMO and LUMO (spin up / spin down) ... 7.37 / 6.20 eV
Strongest force on any atom ... 4.8 eV/A
Energy ... -522.999791 Eh
LUMO (spin up / spin down) ... 0.28 / -0.14 eV
ΔE to the lowest compared entry with this formula, charge and spin ... 93.9 kcal per mole

Atom charges from the Löwdin analysis, given in e for atoms 1 to 5: -0.071, -0.352, -0.219, -0.066, -0.244

No. 4
The following is a DFT calculation (wB97M-V/def2-TZVPD) of a cluster of 2 separate species, C4H10P2 in total in a non-equilibrium geometry.

Geometry (Å):
C (0.108, -0.722, 0.482)
C (0.794, -1.196, -1.861)
C (0.260, -0.165, -0.867)
C (-1.171, 0.638, 1.712)
P (0.665, -2.101, 1.194)
P (-0.394, 2.251, 1.808)
H (0.098, -2.029, -1.940)
H (1.752, -1.579, -1.521)
H (0.923, -0.746, -2.842)
H (0.946, 0.689, -0.824)
H (-0.705, 0.215, -1.213)
H (-2.105, 0.623, 1.170)
H (-1.204, 0.102, 2.651)
H (0.111, -1.907, 2.465)
H (-0.220, 2.451, 0.443)
H (0.919, 1.814, 1.998)

Gap between HOMO and LUMO ... 8.73 eV
Strongest force on any atom ... 4.1 eV/A
Energy ... -840.962692 Eh
LUMO ... 0.65 eV
ΔE to the lowest compared entry with this formula, charge and spin ... 45.1 kcal per mole

Atom charges from the Löwdin analysis, given in e for atoms 1 to 5: -0.557, -0.146, -0.390, -0.415, 0.808

No. 5
The following is a DFT calculation (wB97M-V/def2-TZVPD) of a cluster of 2 separate species, C4H10S in total in a non-equilibrium geometry.

Geometry (Å):
C (0.452, -0.510, 2.082)
C (-0.532, -0.931, 1.144)
C (-1.997, -0.864, 1.184)
H (1.491, -0.671, 1.769)
H (0.209, 0.097, 2.945)
H (-0.030, -1.550, 0.309)
H (-2.502, -0.657, 2.202)
H (-2.382, -0.054, 0.526)
H (-2.292, -1.808, 0.827)
C (1.330, 0.629, -2.093)
S (0.823, 2.289, -1.738)
H (0.590, 0.098, -1.416)
H (1.152, 0.213, -3.165)
H (2.386, 0.519, -1.834)
H (1.301, 3.199, -2.743)

Gap between HOMO and LUMO ... 9.84 eV
Strongest force on any atom ... 5.6 eV/A
Energy ... -556.509536 Eh
LUMO ... 0.92 eV
ΔE to the lowest compared entry with this formula, charge and spin ... 45.5 kcal per mole

Atom charges from the Löwdin analysis, given in e for atoms 1 to 5: 0.001, -0.260, -0.143, 0.040, 0.039

No. 6
The following is a DFT calculation (wB97M-V/def2-TZVPD) of an isolated molecule of C4H10S in a non-equilibrium geometry.

Geometry (Å):
C (-1.481, 0.862, 1.302)
C (-0.093, 0.137, 1.074)
C (0.045, -0.334, -0.355)
C (1.457, -0.707, -0.847)
S (1.653, 0.103, -2.587)
H (-1.958, 1.061, 0.349)
H (-1.278, 1.762, 1.886)
H (-2.167, 0.163, 1.852)
H (0.646, 0.925, 1.258)
H (-0.059, -0.642, 1.822)
H (-0.627, -1.212, -0.491)
H (-0.413, 0.387, -1.001)
H (2.235, -0.200, -0.285)
H (1.520, -1.764, -0.998)
H (0.521, -0.542, -2.979)

Gap between HOMO and LUMO ... 10.05 eV
Strongest force on any atom ... 2.7 eV/A
Energy ... -556.561037 Eh
LUMO ... 1.07 eV
ΔE to the lowest compared entry with this formula, charge and spin ... 13.2 kcal per mole

Atom charges from the Löwdin analysis, given in e for atoms 1 to 5: -0.099, -0.259, -0.340, -0.462, 0.623

No. 7
The following is a DFT calculation (wB97M-V/def2-TZVPD) of a cluster of 2 separate species, C4H10S in total in a non-equilibrium geometry.

Geometry (Å):
C (0.413, -0.374, 1.729)
C (1.534, -0.021, 1.142)
C (1.781, 1.287, 0.371)
H (0.183, -1.372, 2.081)
H (-0.447, 0.298, 1.778)
H (2.320, -0.758, 0.985)
H (0.876, 1.869, 0.564)
H (2.645, 1.793, 0.799)
H (1.969, 1.110, -0.688)
C (-2.288, -0.451, -1.582)
S (-1.081, -1.773, -1.537)
H (-3.294, -0.847, -1.713)
H (-2.408, 0.121, -0.659)
H (-2.096, 0.282, -2.364)
H (-0.108, -1.162, -0.907)

Gap between HOMO and LUMO ... 9.96 eV
Strongest force on any atom ... 2.0 eV/A
Energy ... -556.542015 Eh
LUMO ... 0.99 eV
ΔE to the lowest compared entry with this formula, charge and spin ... 25.1 kcal per mole

Atom charges from the Löwdin analysis, given in e for atoms 1 to 5: -0.047, -0.255, -0.099, 0.056, 0.061

No. 8
The following is a DFT calculation (wB97M-V/def2-TZVPD) of a cluster of 2 separate species, C4H10S2 in total in a non-equilibrium geometry.

Geometry (Å):
C (0.289, -1.006, 2.360)
C (1.395, -0.491, 2.954)
C (2.826, -0.828, 2.634)
H (-0.569, -1.136, 2.964)
H (0.263, -1.204, 1.347)
H (1.359, 0.145, 3.797)
H (3.091, -0.875, 1.599)
H (3.069, -1.644, 3.357)
H (3.519, 0.017, 2.899)
C (0.054, 1.095, -0.246)
S (-0.148, 0.508, -1.949)
S (-2.125, 0.114, -1.856)
H (1.063, 0.951, 0.038)
H (-0.311, 2.090, -0.062)
H (-0.383, 0.350, 0.440)
H (-2.124, -1.280, -1.722)

Gap between HOMO and LUMO ... 9.62 eV
Strongest force on any atom ... 3.5 eV/A
Energy ... -954.697922 Eh
LUMO ... 0.66 eV
ΔE to the lowest compared entry with this formula, charge and spin ... 53.7 kcal per mole

Atom charges from the Löwdin analysis, given in e for atoms 1 to 5: -0.005, -0.218, -0.117, 0.045, 0.018

No. 9
The following is a DFT calculation (wB97M-V/def2-TZVPD) of an isolated molecule of C4H10S2 in a non-equilibrium geometry.

Geometry (Å):
C (-1.564, -2.751, 0.996)
C (-0.718, -1.909, 0.078)
S (-1.024, -0.107, 0.242)
S (0.800, 0.614, 0.588)
C (1.733, 1.622, -0.658)
C (0.960, 2.162, -1.915)
H (-1.281, -3.799, 0.803)
H (-2.580, -2.350, 0.726)
H (-1.650, -2.774, 2.116)
H (-0.707, -2.128, -0.975)
H (0.397, -1.991, 0.495)
H (2.132, 2.383, 0.130)
H (2.654, 1.031, -0.934)
H (1.771, 2.515, -2.554)
H (0.049, 2.791, -1.657)
H (0.346, 1.472, -2.425)

Gap between HOMO and LUMO ... 9.15 eV
Strongest force on any atom ... 5.2 eV/A
Energy ... -954.709067 Eh
LUMO ... 0.81 eV
ΔE to the lowest compared entry with this formula, charge and spin ... 46.8 kcal per mole

Atom charges from the Löwdin analysis, given in e for atoms 1 to 5: -0.204, -0.627, 0.437, 0.424, -0.563

No. 10
The following is a DFT calculation (wB97M-V/def2-TZVPD) of a cluster of 2 separate species, C4H10Si in total in a non-equilibrium geometry.

Geometry (Å):
C (0.763, 0.152, -1.101)
C (-0.144, 0.113, 0.070)
C (-0.998, -1.115, 0.291)
C (-0.867, 1.416, 0.372)
Si (1.766, -0.186, 0.395)
H (0.848, -1.627, -2.330)
H (0.757, 0.945, -1.831)
H (-1.942, -1.005, -0.245)
H (-1.221, -1.262, 1.346)
H (-0.493, -1.995, -0.093)
H (-0.291, 2.021, 1.073)
H (-1.844, 1.229, 0.814)
H (-1.008, 2.009, -0.530)
H (2.098, -1.549, 0.755)
H (2.577, 0.854, 1.014)

Gap between HOMO and LUMO (spin up / spin down) ... 8.19 / 7.78 eV
Strongest force on any atom ... 2.3 eV/A
Energy ... -447.686627 Eh
LUMO (spin up / spin down) ... -0.26 / -0.15 eV
ΔE to the lowest compared entry with this formula, charge and spin ... 92.9 kcal per mole

Atom charges from the Löwdin analysis, given in e for atoms 1 to 5: -0.261, -0.684, -0.125, -0.085, 0.696

No. 11
The following is a DFT calculation (wB97M-V/def2-TZVPD) of an isolated molecule of C4H10Si in a non-equilibrium geometry.

Geometry (Å):
C (-2.197, -1.550, -0.511)
C (-1.300, -0.531, -0.604)
C (-0.869, 0.756, 0.146)
Si (0.833, 0.521, 1.064)
C (2.212, 0.602, -0.289)
H (-2.949, -1.559, 0.267)
H (-2.179, -2.238, -1.283)
H (-0.592, -0.601, -1.356)
H (-1.462, 1.225, 0.864)
H (-0.710, 1.411, -0.576)
H (0.672, -0.940, 1.380)
H (0.953, 0.997, 2.397)
H (2.606, 1.653, -0.442)
H (3.083, -0.009, 0.113)
H (1.901, 0.262, -1.170)

Gap between HOMO and LUMO ... 10.13 eV
Strongest force on any atom ... 6.3 eV/A
Energy ... -447.811922 Eh
LUMO ... 0.99 eV
ΔE to the lowest compared entry with this formula, charge and spin ... 14.2 kcal per mole

Atom charges from the Löwdin analysis, given in e for atoms 1 to 5: 0.011, -0.219, -0.300, 0.684, -0.237

No. 12
The following is a DFT calculation (wB97M-V/def2-TZVPD) of a structure of composition C4H11BClF4LaZn in a non-equilibrium geometry.

Geometry (Å):
La (-1.760, 0.000, 0.046)
Cl (-3.176, 0.978, 1.903)
C (-3.247, -1.148, -1.435)
C (-1.764, 2.097, -1.304)
H (-3.597, -0.588, -2.316)
H (-2.842, -2.113, -1.768)
H (-4.113, -1.332, -0.772)
H (-2.502, 1.875, -2.108)
H (-0.889, 2.593, -1.757)
H (-2.253, 2.780, -0.579)
Zn (1.543, 1.097, -0.983)
C (2.136, 2.179, 0.525)
C (0.875, 0.025, -2.342)
H (2.727, 3.039, 0.149)
H (1.278, 2.555, 1.099)
H (2.773, 1.575, 1.190)
H (0.107, 0.382, -3.042)
H (0.944, -1.074, -2.365)
F (-0.351, -2.111, 0.281)
B (0.728, -1.681, 1.231)
F (1.902, -1.489, 0.519)
F (0.237, -0.344, 1.643)
F (0.781, -2.509, 2.305)

Gap between HOMO and LUMO (spin up / spin down) ... 4.09 / 4.09 eV
Strongest force on any atom ... 3.5 eV/A
Energy ... -2854.627883 Eh
Total charge ... -2
LUMO (spin up / spin down) ... 4.95 / 4.95 eV
ΔE to the lowest compared entry with this formula, charge and spin ... 1.5 kcal per mole

Atom charges from the Löwdin analysis, given in e for atoms 1 to 5: 1.418, -0.340, -0.417, -0.415, -0.061

Q: What is the strongest force on any atom in the sixth record?
A: 2.7 eV/A

Q: Look up the energy of the seventh one.
A: -556.542015 Eh

Q: Which formula does entry 6 have?
A: C4H10S